1.
{"formula": "C10H12OS2", "method": "the ωB97M-V functional and the def2-TZVPD basis", "e_tot_ha": -1259.68209, "e_above_lowest_ev": 3.908, "charge": 0, "smiles": "CS[C@H]1CC=CC1=S.C#CC(C)=O", "multiplicity": 1, "elements": ["C", "S", "C", "C", "C", "C", "C", "S", "H", "H", "H", "H", "H", "H", "H", "H", "C", "C", "C", "C", "O", "H", "H", "H", "H"], "xyz": [[1.0455, -0.7786, -1.3670], [-0.1417, 0.3565, -0.7626], [0.7388, 1.5878, 0.4242], [1.0296, 1.0829, 1.7479], [2.4921, 1.3885, 1.9497], [3.0817, 1.8254, 0.8354], [2.1052, 1.8884, -0.2165], [2.5151, 2.5328, -1.6557], [1.3615, -1.4849, -0.6104], [0.4023, -1.3484, -2.0886], [1.8379, -0.2319, -1.6631], [-0.0420, 2.3439, 0.2390], [0.7457, 0.0272, 1.6868], [0.5977, 1.6466, 2.6635], [2.9840, 1.1484, 2.8606], [4.1201, 2.1043, 0.7408], [-3.4534, -1.4849, 1.6757], [-2.9293, -1.5290, 0.5998], [-2.1635, -1.8966, -0.5038], [-2.6958, -1.3167, -1.9305], [-1.2168, -2.6576, -0.4127], [-4.1826, -1.5738, 2.5089], [-2.5274, -2.1136, -2.7700], [-2.0122, -0.5162, -2.1743], [-3.6925, -1.0006, -1.7773]], "forces_ev_per_a": [[-2.7, -2.5, 1.2], [-0.7, 1.7, 1.4], [-0.8, -0.3, -4.6], [0.2, 0.6, 3.4], [0.0, -1.2, -0.7], [0.0, -0.5, 0.9], [-0.1, 2.2, -0.1], [-0.6, -0.4, -0.3], [0.0, -0.3, 0.2], [1.3, 0.5, 0.1], [2.7, 1.3, -2.0], [0.9, 0.3, 0.6], [0.3, 0.0, 1.1], [-0.4, -1.1, -1.6], [0.3, 0.1, 0.7], [-0.1, 0.0, -0.2], [-2.0, -0.3, 1.2], [-0.3, 0.2, 1.9], [0.9, -0.5, -4.1], [2.4, -2.9, 0.6], [-0.7, 0.5, -0.1], [1.3, 0.4, -1.0], [-0.7, 1.3, 1.7], [-0.2, 0.5, -0.1], [-1.0, 0.4, -0.3]]}


2.
{"formula": "CHClF2O", "method": "the ωB97M-V functional and the def2-TZVPD basis", "e_tot_ha": -773.86351, "e_above_lowest_ev": 0.532, "charge": 0, "smiles": "OC(F)(F)Cl", "multiplicity": 1, "elements": ["O", "C", "F", "F", "Cl", "H"], "xyz": [[1.0147, -0.2372, 0.2503], [-0.2159, 0.0101, -0.1283], [-0.1592, 0.6437, -1.4077], [-0.9986, 0.8787, 0.5042], [-1.0118, -1.6230, -0.1720], [1.3709, 0.3277, 0.9536]], "forces_ev_per_a": [[1.2, 0.5, 1.3], [-1.2, 0.3, -3.1], [-0.1, -1.6, 1.1], [0.5, -0.3, 1.3], [-0.1, 1.0, -0.4], [-0.3, 0.2, -0.3]]}


3.
{"formula": "C25H15F12N3O6Pd", "method": "the ωB97M-V functional and the def2-TZVPD basis", "e_tot_ha": -2903.84199, "e_above_lowest_ev": 2.116, "charge": -2, "multiplicity": 1, "elements": ["Pd", "C", "C", "C", "C", "C", "N", "C", "C", "C", "C", "C", "C", "C", "C", "O", "C", "F", "F", "F", "C", "F", "F", "F", "C", "C", "C", "O", "C", "F", "F", "F", "C", "F", "F", "F", "H", "H", "H", "H", "H", "H", "H", "H", "H", "H", "H", "H", "O", "C", "O", "C", "C", "N", "N", "C", "C", "O", "O", "H", "H", "H"], "xyz": [[-0.1390, -0.2050, -0.0026], [5.0166, -4.4471, 2.4477], [4.2723, -3.2860, 1.8534], [4.7854, -2.5894, 0.7635], [4.0679, -1.5857, 0.1688], [2.7709, -1.2216, 0.6115], [2.0233, -0.3806, -0.1234], [2.5849, 0.5486, -0.9476], [3.5891, 1.3991, -0.4360], [4.2026, 2.3480, -1.2150], [3.8563, 2.4951, -2.5517], [4.5313, 3.5316, -3.4046], [2.8639, 1.6705, -3.0722], [2.2144, 0.7147, -2.3075], [1.1685, -0.2357, -2.9183], [0.0838, -0.5386, -2.2144], [0.6481, 0.2928, -4.2927], [-0.4022, -0.4193, -4.7189], [0.2306, 1.5636, -4.2428], [1.5313, 0.2412, -5.3300], [1.9557, -1.5642, -3.2610], [1.3620, -2.3209, -4.2094], [2.0790, -2.3555, -2.1942], [3.2148, -1.3618, -3.7290], [2.3002, -1.8707, 1.7836], [3.0377, -2.8950, 2.3521], [0.9660, -1.4396, 2.4018], [0.5425, -0.2096, 2.1350], [-0.1081, -2.4991, 1.9378], [-0.1036, -3.6902, 2.5806], [0.0390, -2.8272, 0.6275], [-1.3601, -2.0256, 2.0433], [1.0088, -1.4951, 3.9681], [1.1307, -2.6988, 4.5969], [2.0299, -0.7676, 4.4467], [-0.1089, -0.9777, 4.4869], [6.0862, -4.3493, 2.2682], [4.6857, -5.3822, 1.9877], [4.8401, -4.5199, 3.5202], [5.7599, -2.8576, 0.3729], [4.4676, -1.0767, -0.6957], [3.8570, 1.2852, 0.6051], [4.9710, 2.9847, -0.7908], [5.4469, 3.8766, -2.9263], [3.8797, 4.3947, -3.5471], [4.7782, 3.1283, -4.3849], [2.6273, 1.7965, -4.1172], [2.6471, -3.4298, 3.2039], [-6.2186, 0.0587, 0.2545], [-5.8626, -1.1823, 0.0394], [-6.6714, -2.0943, 0.0258], [-4.4255, -1.4455, -0.2069], [-3.8941, -2.6735, -0.5639], [-2.5717, -2.5009, -0.7235], [-2.2103, -1.2480, -0.4812], [-3.2997, -0.5767, -0.1596], [-3.1419, 0.8893, 0.1926], [-4.1983, 1.5626, 0.3124], [-1.9856, 1.3106, 0.3303], [-5.3951, 0.7312, 0.2697], [-4.3808, -3.6190, -0.6945], [-1.8677, -3.1688, -1.0050]], "forces_ev_per_a": [[3.8, 0.3, -0.6], [-0.1, 0.0, -0.1], [0.1, 0.0, 0.1], [0.0, -0.1, 0.3], [-0.2, 0.2, -0.1], [0.3, -0.5, 0.4], [-2.5, 0.1, 0.1], [0.5, 0.8, -0.7], [-0.4, -0.2, 0.0], [0.1, 0.0, -0.2], [0.0, -0.1, 0.0], [-0.2, 0.0, 0.1], [0.3, 0.3, 0.2], [-0.2, -0.1, 0.5], [0.7, -0.2, -0.3], [-1.1, 0.2, 1.6], [-0.4, 0.0, -0.6], [-0.2, -0.1, 0.1], [0.0, 0.3, 0.3], [0.4, 0.0, 0.1], [0.3, -0.4, 0.0], [-0.3, 0.0, -0.1], [-0.1, 0.1, 0.1], [0.0, 0.2, 0.0], [-0.1, 0.3, 0.0], [0.3, -0.1, -0.3], [-0.2, -1.2, 0.2], [-1.1, 0.7, -1.6], [-0.7, -0.4, -0.3], [0.2, 0.0, 0.2], [0.3, -0.2, 0.1], [0.1, -0.1, 0.4], [0.1, 0.1, 0.7], [0.1, -0.2, -0.3], [0.2, 0.3, -0.2], [-0.3, 0.1, -0.1], [0.1, 0.0, 0.1], [0.1, -0.1, 0.1], [0.1, -0.1, 0.1], [0.1, 0.0, -0.1], [0.0, 0.0, -0.1], [0.0, 0.0, 0.1], [0.0, 0.0, 0.1], [0.1, 0.1, 0.0], [0.0, 0.1, -0.1], [0.1, 0.0, -0.1], [-0.1, 0.0, -0.1], [-0.1, 0.0, 0.1], [0.3, 0.4, 0.1], [-0.1, -0.2, 0.0], [0.0, -0.1, 0.0], [0.4, 0.0, -0.1], [-0.2, 0.3, 0.1], [-0.2, 0.0, 0.0], [0.0, 0.5, 0.2], [0.0, -0.4, -0.2], [0.2, 0.0, 0.0], [-0.5, -0.1, 0.0], [0.1, -0.3, -0.1], [-0.1, -0.3, -0.1], [-0.1, -0.2, -0.1], [-0.1, 0.2, 0.1]]}


What is the multiplicity in the first record?
1